# 1
82
Properties=species:S:1:pos:R:3 method="wB97M-V/def2-TZVPD" e_homo_ev=-7.90 gap_ev=7.72
P 2.5395 4.2663 2.0568
Si 1.9528 0.3828 -0.7385
Si 1.6611 2.3522 1.3044
O -6.3912 -0.8848 1.3114
O 1.1383 -1.3709 -3.0366
O -2.1695 -3.5077 -0.5280
O -1.7700 0.6412 -6.5112
O 2.2512 -3.9998 1.3629
O 2.7788 1.6459 0.1537
N 0.9607 -0.4747 5.4692
C 2.6269 0.6177 3.6687
C -0.1488 0.0440 4.7580
C 1.1568 5.0873 3.0618
C 3.1251 5.3519 0.6092
C 1.0671 -3.1794 -4.5811
C -1.5570 -3.3174 1.7632
C -6.0705 -0.9012 0.1377
C 0.2988 0.8008 -5.3512
C 4.3115 -3.2130 0.4740
C -3.5799 -4.6984 0.9743
C -2.4127 -3.8125 0.6282
C -1.0195 1.3316 -5.8469
C 2.8042 6.8860 1.0149
C 0.5268 -2.3394 -3.4547
C 0.0598 0.8888 3.4954
C -1.3740 2.7507 -5.4885
C 1.4367 1.2522 2.8520
C -0.2908 5.0912 2.3208
C -4.6446 -0.6715 -0.2867
C -7.0844 -1.1521 -0.9469
C -0.7959 -2.7387 -2.8626
C 3.4012 -3.6684 1.5840
C 2.2275 -0.1945 4.9084
C 3.9692 -3.6978 2.9782
H -1.4256 2.8582 -4.4029
H 2.6952 5.0405 -0.3982
H -2.1604 -2.7197 2.4502
H 4.8172 -4.3848 3.0198
H 3.7689 -3.2424 -0.4733
H 1.4374 6.1290 3.4306
H 1.6960 7.0735 0.7889
H -4.2685 -1.5503 -0.8157
H -4.0260 -0.5044 0.5979
H -1.5741 -2.6998 -3.6284
H 0.3209 0.8214 -4.2597
H -7.1330 -0.2910 -1.6169
H -2.3500 2.9977 -5.9116
H 5.1745 -3.8787 0.4035
H 1.2191 -4.2053 -4.2394
H 1.1172 1.3987 -5.7583
H 3.1184 -0.6353 5.4927
H 4.2768 5.2688 0.5995
H -3.2244 -5.6067 1.4653
H 2.9747 7.0270 2.1472
H 3.7092 0.7761 3.3260
H 1.6263 0.7620 -2.1145
H -0.7551 -2.6913 1.3660
H 1.0065 4.4469 4.0115
H -0.9730 5.8284 2.8946
H -1.1110 -4.1639 2.2895
H -4.2731 -4.1620 1.6261
H 3.2025 -4.0453 3.6740
H 4.6378 -2.1873 0.6590
H -4.5848 0.2113 -0.9269
H 0.4210 -0.2319 -5.6840
H -0.6300 3.4353 -5.9014
H 3.5006 7.6073 0.4762
H 0.3735 -3.1604 -5.4245
H -0.7262 -3.7436 -2.4439
H -0.8802 1.3033 2.9812
H -1.2137 -0.1278 5.1455
H -0.2114 5.4854 1.2432
H 2.0271 -2.7732 -4.9078
H -8.0677 -1.3005 -0.4956
H 2.8952 -0.7569 -0.7725
H -6.8163 -2.0513 -1.5057
H -1.0571 -2.0449 -2.0628
H 0.7356 0.0819 0.0358
H -0.8109 4.0738 2.3850
H -4.1057 -4.9783 0.0587
H 4.2809 -2.6936 3.2737
H 0.3602 2.6353 0.6482

---

# 2
100
Properties=species:S:1:pos:R:3 method="wB97M-V/def2-TZVPD" de_lowest_kj_mol=0.0 e_homo_ev=-10.71 gap_ev=10.91 smiles="CCOS(C)(=O)=O.CCOS(C)(=O)=O.CCOS(C)(=O)=O.CCOS(C)(=O)=O.O=C1OCCO1.O=C1OCCO1.O=C1OCCO1.O=C1OCCO1"
S 5.5802 -27.4891 11.2884
S 14.7498 -29.3639 16.8891
S 17.1044 -25.8402 8.7446
S 12.9674 -28.2877 11.8606
O 20.6168 -27.8348 9.4369
O 12.7217 -27.7560 10.5501
O 9.0844 -31.3237 13.0306
O 6.1135 -28.7287 10.7915
O 14.1497 -29.4089 11.7686
O 10.1251 -27.5059 14.4948
O 4.2882 -27.0144 10.8568
O 8.7933 -32.6133 14.7873
O 20.3056 -28.4948 7.3805
O 17.1643 -25.2642 10.2133
O 14.4327 -30.7204 16.5483
O 8.4818 -26.6311 15.6546
O 15.7793 -25.6504 8.2393
O 13.0954 -27.3743 12.9597
O 8.2729 -28.7354 14.9309
O 11.4386 -23.3388 9.7196
O 10.8135 -31.6695 14.4244
O 21.6441 -26.7406 7.7375
O 15.6737 -29.1201 17.9694
O 6.6033 -26.2385 11.0286
O 17.6639 -27.1746 8.7128
O 11.5902 -21.3886 10.8265
O 12.5567 -23.2625 11.6406
O 13.3771 -28.5858 17.1404
C 8.9400 -27.7459 15.0089
C 8.7865 -27.2785 11.1449
C 15.2706 -28.5552 15.3649
C 10.6191 -26.1982 14.8005
C 9.6690 -31.8263 14.1659
C 12.2381 -30.1260 18.6665
C 5.7001 -27.5526 13.0886
C 17.4944 -26.7605 11.9853
C 20.9373 -27.5981 8.1554
C 18.2015 -25.7135 11.1551
C 7.7436 -31.7716 12.9534
C 12.1789 -29.3274 17.3723
C 13.0465 -24.4534 10.9606
C 7.4725 -32.3530 14.3268
C 9.5230 -25.6242 15.7030
C 18.2621 -24.6990 7.8973
C 12.2332 -24.5085 9.6584
C 11.8736 -22.5398 10.6990
C 20.0194 -29.1020 9.5833
C 11.6107 -29.3723 12.2760
C 19.5299 -29.3937 8.1401
C 15.7662 -30.5953 10.5677
C 14.4121 -29.9158 10.4473
C 7.8076 -26.4839 10.2817
H 16.7013 -26.2799 12.5610
H 10.6714 -28.8385 12.1546
H 12.8285 -25.2145 11.7030
H 20.7260 -29.8520 9.9498
H 18.4919 -25.0943 6.9125
H 19.2597 -29.1223 10.3658
H 18.3701 -24.8282 11.7601
H 18.2772 -27.1883 12.6200
H 16.9556 -27.5147 11.4143
H 15.2352 -29.2430 14.5252
H 8.6174 -28.3473 11.0313
H 8.1096 -25.4603 10.0556
H 19.8495 -30.4255 7.9844
H 9.7816 -27.0642 10.7368
H 11.7693 -29.7510 13.2817
H 19.1578 -24.6261 8.5123
H 17.8122 -23.7105 7.8478
H 19.0343 -26.1394 10.5987
H 13.7319 -30.6720 10.0573
H 6.9282 -33.2974 14.3299
H 11.6110 -25.4011 9.7377
H 6.9559 -31.7320 15.0621
H 6.5033 -28.2501 13.2936
H 4.7341 -27.9733 13.3744
H 16.1219 -31.0356 9.6339
H 11.5164 -26.3697 15.3915
H 13.2189 -30.2629 19.1177
H 16.3444 -28.4309 15.5373
H 11.2905 -28.6965 17.3949
H 8.8143 -27.0297 12.2045
H 14.0928 -24.4135 10.6544
H 12.9203 -24.5600 8.8174
H 9.8740 -25.5115 16.7280
H 18.4638 -29.3079 7.9680
H 5.7038 -26.5231 13.4307
H 14.5562 -29.0900 9.7526
H 7.5873 -27.0325 9.3634
H 10.7887 -25.7326 13.8328
H 16.5991 -29.9491 10.8617
H 12.0033 -30.0033 16.5289
H 7.6560 -32.5585 12.2019
H 11.6915 -31.0678 18.6531
H 14.7986 -27.5928 15.2096
H 11.5156 -30.2068 11.5812
H 15.7316 -31.3481 11.3594
H 8.9991 -24.7218 15.3948
H 11.7504 -29.5631 19.4757
H 7.0270 -30.9937 12.6952

---

# 3
132
Properties=species:S:1:pos:R:3 method="wB97M-V/def2-TZVPD" de_lowest_kj_mol=942.0 e_homo_ev=-9.95 gap_ev=9.41 smiles="O=S1(=O)OCCO1.O=S1(=O)OCCO1.O=S1(=O)OCCO1.O=S1(=O)OCCO1.O=S1(=O)OCCO1.O=S1(=O)OCCO1.O=S1(=O)OCCO1.O=S1(=O)OCCO1.O=S1(=O)OCCO1.O=S1(=O)OCCO1.O=S1(=O)OCCO1.O=S1(=O)OCCO1"
S 0.6779 5.1767 5.8577
S 0.3335 4.9870 1.1129
S 0.6241 -4.2293 -3.0990
S 2.3148 -1.6558 5.2179
S -0.4186 0.5583 1.3459
S 4.3906 -3.7871 -0.0361
S -4.1870 -4.3390 1.0219
S 0.6104 -5.9855 3.6063
S -2.9995 5.7500 -1.6545
S -5.2442 4.4224 3.6625
S 0.5558 2.4990 -4.4582
S -2.6874 -0.3221 -5.0818
O 0.1389 -3.9102 -1.7681
O 1.5836 -0.4010 4.8974
O 2.0411 -5.8816 4.0076
O -3.5448 -5.4838 1.7425
O 3.0507 -1.6498 6.7146
O -3.4724 -3.8669 -0.3785
O 1.4476 5.0540 7.1122
O 0.3243 1.6369 -3.2655
O -6.3421 3.7330 4.3350
O -3.4070 5.5705 -0.3084
O 5.9005 -3.9838 0.5288
O -0.2500 6.2928 5.7948
O 2.2366 -4.2175 -3.1864
O 1.2888 -2.8528 5.6970
O 3.4846 -4.7728 0.5721
O -5.4746 5.7477 3.0398
O 1.9824 4.8586 0.8962
O 0.1086 -5.4391 -3.7457
O -1.4762 1.3446 0.7359
O -1.8759 -0.4791 -3.7939
O 0.5831 -2.8371 -4.0873
O -0.2419 -0.8594 0.5303
O -3.6274 -1.5858 -5.4310
O -5.6464 -4.3672 0.7687
O -0.9272 3.0000 -5.1404
O 1.5492 3.5798 -4.3859
O 0.9587 1.6042 -5.7927
O -1.9153 4.5995 -2.0686
O 1.6450 4.8411 4.5145
O -3.8003 -2.8164 1.6838
O -0.1818 -4.5352 3.7868
O 0.5207 -5.6865 1.9776
O -0.2598 -7.0705 3.9940
O 4.8884 -4.3894 -1.5554
O -0.2650 0.4025 2.7957
O 0.3841 6.0693 -0.0947
O 1.0435 1.0001 0.6336
O -3.4424 0.9080 -5.4130
O -1.7033 -0.9524 -6.2637
O -0.2735 3.7517 0.6449
O 4.0171 -2.4078 -0.0309
O 3.1415 -2.0896 4.0827
O -4.0093 5.0380 -2.7389
O -4.4416 3.4680 2.5931
O -0.1125 5.6830 2.3167
O -2.5342 7.0580 -2.1370
O -3.8322 4.6709 4.5590
O -0.0632 3.7164 5.6959
C 1.9378 3.4603 4.3343
C 2.8721 -3.2823 -4.0437
C 0.0809 -0.5615 -0.7681
C -1.7242 -2.3402 -6.4164
C 2.4447 5.1251 -0.4715
C 1.9046 -3.7527 6.5648
C 0.2427 2.1153 -6.9189
C -3.8565 3.6791 -2.9699
C -2.7591 3.9803 4.0601
C -3.4526 -1.9211 0.6486
C 6.0049 -5.2170 -1.4023
C -2.9504 -2.7438 -5.6220
C -0.3196 -3.6259 2.7085
C -3.0759 3.6638 2.5865
C -1.0846 2.6230 -6.4902
C 0.8275 2.6634 5.1433
C 6.8514 -4.4347 -0.3541
C -2.4895 3.3673 -2.1784
C 0.7162 -4.2661 1.7017
C -2.5632 -2.7984 -0.2166
C 1.1335 5.6358 -1.1808
C 1.7931 -2.1667 -4.2565
C 1.3350 0.2624 -0.5349
C 2.6690 -2.8293 7.4971
H -1.8718 -2.6066 -7.4630
H -1.6014 -2.8350 0.2949
H 5.6984 -6.2273 -1.1317
H 0.2821 -1.5356 -1.2140
H 0.6797 -4.0027 0.6447
H -3.0956 -1.0055 1.1200
H -1.3168 -3.5926 2.2696
H -3.7623 3.4644 -4.0344
H 3.2697 -3.7159 -4.9613
H -4.6584 3.1353 -2.4705
H 2.0543 -2.6277 8.3743
H 0.8098 2.9292 -7.3708
H 7.6229 -5.0836 0.0605
H -4.3562 -1.7219 0.0724
H -1.2955 3.5490 -7.0251
H -2.7187 4.5210 2.0157
H -1.8583 2.6159 -2.6530
H 3.6225 -3.2735 7.7826
H 3.1664 5.9366 -0.3779
H 1.7859 3.3228 3.2637
H 0.0351 1.2511 -7.5499
H -2.5128 2.7989 2.2360
H -1.9059 1.9223 -6.6407
H 2.2422 -0.3347 -0.4425
H 1.1371 2.0510 5.9901
H 1.8093 -1.6001 -5.1875
H 6.5784 -5.2152 -2.3293
H 0.6649 4.7886 -1.6816
H 1.5933 1.0224 -1.2723
H -0.8378 -2.8538 -6.0439
H -0.6990 -0.0472 -1.3296
H -2.4082 -2.3150 -1.1811
H 2.5343 -4.5126 6.1020
H 1.2424 -4.3516 7.1900
H 3.7519 -3.0955 -3.4279
H 3.0024 4.2589 -0.8276
H 2.8929 3.1110 4.7266
H 1.3543 6.4979 -1.8103
H -2.8484 3.0984 -1.1849
H -0.0768 -2.5807 2.9004
H 0.2762 2.0165 4.4609
H 7.3196 -3.5408 -0.7661
H 2.0730 -1.5051 -3.4367
H -1.8538 4.5644 4.2252
H -3.6749 -3.3717 -6.1406
H -2.8720 -3.2053 -4.6377
H 1.7018 -4.0543 2.1164
H -2.6830 3.1518 4.7642

---

# 4
87
Properties=species:S:1:pos:R:3 method="wB97M-V/def2-TZVPD" total_charge=+4 de_lowest_kj_mol=252.0 e_homo_ev=-19.06 gap_ev=8.68
S 0.7619 2.4068 1.0006
S 2.5381 -0.3501 0.8180
S -0.4309 -0.4659 2.3653
P 0.3850 -2.2669 -0.9106
Al -0.0380 0.0884 0.0133
N 1.2287 -4.8798 -0.5171
N -3.3874 2.6041 -0.3337
N -1.5066 -1.4784 -4.2414
N 1.3816 -4.0238 -2.7497
N -0.6149 0.4432 -5.0361
N -0.3940 -0.1536 -2.6822
N -1.4602 1.2117 -0.5125
N -0.7951 -4.6194 -1.8296
N -3.6090 0.4743 0.1733
C -0.0512 -5.4523 -0.7640
C -1.1406 -3.2548 -1.3129
C -1.1608 -0.2352 -6.2317
C -2.9156 -1.3648 -3.7943
C -3.3782 -0.9500 0.2690
C 0.0961 -4.5336 -3.0905
C 0.2587 2.2589 2.7424
C -4.9514 1.0196 0.4467
C 2.5659 2.4552 0.9984
C 3.2598 1.1939 1.4798
C -0.8325 1.2149 2.9540
C -0.0693 1.7878 -5.2517
C 2.0374 -4.8557 -1.7377
C 1.1342 -0.7671 3.2515
C 0.2265 1.0672 -2.2251
C -2.8748 3.9410 -0.6442
C -0.8335 1.9949 -1.6158
C 1.4056 -2.6048 -2.4486
C 2.2856 -1.2422 2.3796
C -2.7606 1.4348 -0.2407
C -1.3844 -1.6470 -5.7129
C -0.7750 -0.3015 -3.9300
C 1.1973 -3.5902 0.1604
C -4.8326 2.4587 -0.0609
H -0.5728 2.2116 -6.1174
H -3.2769 -1.2863 1.3031
H 3.0272 -4.4607 -1.5213
H -5.4041 2.6351 -0.9714
H -0.4148 -3.8838 -3.7958
H -0.2686 2.4529 -4.4164
H -1.7146 -2.7255 -2.0691
H -3.4860 -0.6441 -4.3929
H -1.6604 -5.1056 -2.0784
H -0.1433 3.2269 3.0356
H -5.1833 0.9555 1.5087
H -1.8509 4.0685 -0.3055
H -3.4034 -2.3352 -3.8883
H -1.0594 1.1204 4.0161
H -2.9508 4.1685 -1.7088
H -1.7433 -3.3667 -0.4125
H -1.7559 1.4871 2.4407
H 3.2477 1.1092 2.5654
H -0.3854 2.9268 -1.2720
H -2.4843 -1.2217 -0.2884
H 2.8067 2.6652 -0.0449
H 2.4296 -2.2826 -2.2545
H 3.2186 -1.1599 2.9376
H 1.0006 1.7652 -5.4695
H -4.2222 -1.4821 -0.1707
H 1.3768 0.1456 3.7886
H 0.8804 1.5573 -2.9414
H -2.9436 -1.0411 -2.7516
H -0.4413 -0.1994 -7.0467
H 2.1556 -5.8700 -2.1157
H 1.1447 2.0803 3.3480
H 4.3012 1.2135 1.1605
H -5.1423 3.1902 0.6804
H 0.9641 0.8109 -1.3728
H -3.4853 4.6641 -0.1083
H -0.5187 -2.2746 -5.9325
H -2.0747 0.2625 -6.5574
H -2.2694 -2.1218 -6.1284
H 0.9054 -1.5303 3.9953
H 0.6616 -3.6908 1.1069
H 0.1688 -5.5434 -3.4874
H 0.0447 -6.4596 -1.1634
H 2.8899 3.3149 1.5842
H 2.1719 -2.2857 2.1232
H -1.5653 2.2178 -2.3921
H -0.6720 -5.4736 0.1314
H 1.0097 -2.0297 -3.2747
H 2.2254 -3.2916 0.3621
H -5.7011 0.4514 -0.0993

---

# 5
80
Properties=species:S:1:pos:R:3 method="wB97M-V/def2-TZVPD" total_charge=+1 e_homo_ev=-11.21 gap_ev=7.64 smiles=CCCCCCCCCCCCCCCCNc1nc(CCCCC)n(C)[n+]1P(O)Br
Br -6.0356 2.8440 3.2053
P -4.5352 1.5015 2.0960
O -4.3319 0.0878 3.0626
N -5.8234 0.7804 -1.7945
N -6.3391 0.1984 0.4128
N -4.0646 2.2703 -1.2258
N -5.2568 1.0678 0.5495
C 0.5694 2.5635 -1.0806
C -7.9834 -4.0642 -2.7020
C 6.2910 0.3071 -0.6977
C 7.4962 1.4167 4.3960
C 7.1811 -0.7949 -1.4310
C 8.1197 -0.3932 2.6016
C 2.0827 2.9752 -0.7751
C 8.2151 -2.0964 0.6570
C -0.4974 3.1907 -0.0653
C -3.1214 3.0807 -0.4238
C 4.4839 1.9897 -1.4596
C -6.6771 0.0008 -0.9428
C 7.2087 -2.1797 -0.6026
C 7.4310 -1.7231 2.0205
C 2.9809 2.2835 -1.9222
C -4.9936 1.4194 -0.8082
C -7.4621 -5.2346 -1.7466
C -8.2915 -2.1438 -0.8740
C -7.0552 -0.4429 1.5668
C 7.5689 -0.1568 4.0919
C -1.7981 2.2316 -0.0578
C -7.7997 -0.8427 -1.6534
C -9.0143 -3.0818 -1.9788
C 4.7927 0.4194 -1.2709
H -1.9102 1.6660 0.9292
H -7.2224 -6.1273 -2.3989
H 8.3177 -0.6023 4.8222
H 6.1988 0.1208 0.4266
H -8.1456 -0.5195 1.2280
H 2.2433 4.1048 -0.7325
H 7.4466 -2.5759 2.7741
H -7.0634 0.2013 2.4929
H 5.1600 2.3459 -2.3132
H -4.0258 2.4130 -2.2462
H -9.1146 -1.8258 -0.1414
H 2.4448 2.5516 0.2256
H 0.5016 1.4235 -0.9784
H -0.7362 4.2417 -0.4454
H 6.5586 -0.6734 4.1699
H -9.9135 -3.6280 -1.5654
H -7.1097 -3.4823 -3.1316
H -1.6393 1.4866 -0.9135
H 6.3254 -1.5587 1.7649
H -6.7050 -1.5054 1.7576
H 6.9081 -0.9737 -2.5177
H -4.7436 0.2784 3.9365
H 0.2902 2.8809 -2.1458
H -8.5082 -4.5484 -3.5951
H 7.9466 1.6851 5.4139
H -0.0256 3.2726 0.9596
H 6.8161 1.3131 -0.8319
H 7.9872 2.0475 3.5833
H -2.7485 3.9407 -1.0802
H 4.7938 2.5132 -0.5037
H 2.4791 1.2908 -2.1695
H 4.7295 -0.1550 -2.2506
H -6.5027 -4.8984 -1.2479
H 2.9997 2.9339 -2.8647
H 7.9625 0.5205 1.9519
H -8.7040 -0.2194 -1.9772
H -9.3718 -2.3524 -2.7891
H 8.2625 -0.4206 -1.4241
H 9.2453 -0.6123 2.6138
H -8.2785 -5.5503 -1.0301
H -3.5907 3.5742 0.4877
H 8.7097 -3.0992 0.8407
H 8.9946 -1.3021 0.3980
H 6.1534 -2.4684 -0.3035
H -7.4840 -2.6856 -0.2963
H 4.0202 -0.0364 -0.5668
H -7.3425 -1.2126 -2.6375
H 7.6560 -2.9718 -1.2948
H 6.3941 1.7242 4.4690